No. 1
{
  "formula": "C4H6O",
  "method": "ωB97M-V/def2-TZVPD",
  "e_tot_ha": -231.0218,
  "max_force_ev_per_a": 4.9,
  "gap_ev": 9.90,
  "de_lowest_kj_mol": 530.06,
  "symbols": ["C", "C", "C", "C", "H", "H", "H", "H", "H", "H", "O"],
  "coordinates": [[0.30549, 1.06947, -0.22499], [-1.07842, 0.39950, -0.00976], [-0.28975, -0.96384, -0.37192], [1.03818, -0.09872, 0.32561], [-1.38158, 0.35992, 1.28952], [-2.08077, 0.81201, -0.77136], [-0.57657, -2.03451, 0.26156], [0.02663, -1.24830, -1.63439], [0.82889, -0.05989, 1.71003], [2.40580, -0.38095, 0.08411], [0.80210, 2.14532, -0.65843]]
}


No. 2
{
  "formula": "C4H6O",
  "method": "ωB97M-V/def2-TZVPD",
  "e_tot_ha": -231.0537,
  "max_force_ev_per_a": 0.6,
  "gap_ev": 10.08,
  "de_lowest_kj_mol": 446.42,
  "symbols": ["O", "C", "C", "C", "C", "H", "H", "H", "H", "H", "H"],
  "coordinates": [[1.34663, -0.30932, 0.09263], [0.26259, -1.15308, -0.30173], [-0.84971, -0.45769, 0.50761], [-0.10468, 0.83687, 0.41321], [0.34250, 1.88786, -0.14365], [1.28666, 0.90457, -0.39098], [0.06921, -1.12807, -1.38624], [0.43455, -2.19016, 0.00952], [-1.86054, -0.40644, 0.08517], [-0.89024, -0.84882, 1.52928], [-0.03696, 2.86428, -0.41482]]
}


No. 3
{
  "formula": "C4H6O",
  "method": "ωB97M-V/def2-TZVPD",
  "e_tot_ha": -231.1726,
  "max_force_ev_per_a": 0.5,
  "gap_ev": 11.01,
  "de_lowest_kj_mol": 134.18,
  "symbols": ["C", "C", "C", "C", "O", "H", "H", "H", "H", "H", "H"],
  "coordinates": [[2.38288, 0.29660, 0.06522], [1.20217, 0.54317, 0.02733], [-0.23957, 0.77488, -0.16714], [-1.04356, -0.53171, -0.27807], [-1.53724, -0.98424, 0.96126], [3.43544, 0.10017, 0.01246], [-0.38694, 1.35038, -1.09159], [-0.67751, 1.36572, 0.64642], [-0.41883, -1.28452, -0.77785], [-1.92477, -0.36768, -0.90580], [-0.79206, -1.26278, 1.50775]]
}


No. 4
{
  "formula": "C4H6O",
  "method": "ωB97M-V/def2-TZVPD",
  "e_tot_ha": -231.1681,
  "max_force_ev_per_a": 4.2,
  "gap_ev": 10.64,
  "de_lowest_kj_mol": 146.02,
  "symbols": ["C", "C", "C", "C", "O", "H", "H", "H", "H", "H", "H"],
  "coordinates": [[-0.05051, 1.05870, -1.50866], [0.43855, -0.10269, -1.11440], [0.45625, -0.60156, 0.47990], [-0.48471, -0.18479, 1.59394], [-0.96003, 0.87336, 1.93195], [-0.45865, 1.19042, -2.45115], [-0.49986, 1.64174, -0.76767], [0.59086, -0.87594, -1.78076], [0.39754, -1.71823, 0.57887], [1.42154, -0.23354, 0.87041], [-0.85097, -1.04746, 2.16756]]
}